The following is a DFT calculation (ωB97M-V with the def2-TZVPD basis set) of a structure of composition C37H58MnN4O.

Structure (XYZ):
```
101
Properties=species:S:1:pos:R:3:forces:R:3:mulliken_spin:R:1
Mn 0.20981 -0.46561 -0.16960 -0.17 -0.08 -0.02 4.713
O 0.57781 -0.19622 1.97502 0.10 0.24 -0.21 -0.059
N -0.32598 -2.36923 0.60145 0.08 -0.29 -0.04 -0.074
N 2.15143 -1.97560 -0.44516 -0.07 0.02 -0.03 0.007
N -2.22989 -1.30868 -0.91701 -0.12 0.11 0.16 0.017
N 1.36193 -0.23662 4.07332 0.13 -0.02 0.13 0.002
C 0.66653 -3.20354 1.05752 -0.13 0.09 0.10 0.059
C -2.01386 -2.46403 -1.79930 0.00 -0.02 -0.06 0.043
C 2.02287 3.71525 -0.69002 0.03 0.03 0.01 -0.007
C -1.07307 2.01891 -2.41641 -0.15 0.03 -0.13 -0.020
C 2.65590 -0.74672 3.63389 -0.07 -0.02 0.05 0.003
C 0.38156 -0.03117 3.18164 -0.25 -0.08 -0.01 0.028
C -1.57423 -2.28474 1.19583 0.37 -0.05 0.26 0.029
C -4.18010 -1.92841 2.23465 0.04 0.00 0.00 0.008
C 3.05678 -3.69072 1.09902 0.03 -0.04 -0.03 0.002
C -2.60312 -1.72982 0.41054 -0.20 -0.03 -0.31 -0.021
C 1.98730 -2.96472 0.59928 0.10 0.03 0.08 -0.010
C 0.67910 1.88376 -5.22795 -0.01 0.02 -0.02 0.006
C -2.20342 2.41775 1.03974 -0.03 0.10 -0.08 0.026
C 0.81853 -0.51952 -4.59234 0.01 0.00 0.03 -0.002
C -3.15578 -2.38228 3.04852 0.06 -0.02 -0.01 -0.001
C -1.39555 0.52023 -4.99185 -0.05 0.00 -0.02 0.007
C 3.53161 -1.52630 -0.61984 -0.02 0.01 -0.02 0.021
C 1.24819 2.77535 1.52395 -0.02 -0.10 -0.02 0.021
C 2.86799 -4.72526 2.00968 -0.07 0.01 0.01 0.006
C 1.57179 -5.06118 2.36562 -0.01 0.03 -0.05 -0.001
C 1.70181 -2.56062 -1.72592 0.01 -0.03 0.02 0.099
C -1.87369 -2.55136 2.53994 -0.12 -0.10 0.01 0.006
C 1.16622 -0.05500 5.50546 0.03 -0.04 -0.08 0.000
C -0.06867 1.20024 -2.96894 -0.20 0.02 0.07 0.089
C 0.00479 0.76221 -4.41990 -0.01 0.03 0.00 -0.003
C -3.89017 -1.59862 0.91433 0.07 0.15 0.00 0.002
C 2.87729 1.55527 0.12150 -0.05 0.07 -0.04 0.061
C -3.04039 3.48019 -1.05459 -0.01 0.07 -0.03 0.002
C -1.77029 3.18049 -0.24290 0.12 0.10 -0.04 -0.017
C -1.21624 4.56329 0.14673 0.00 0.05 -0.03 0.002
C 0.49365 1.76353 -0.77058 0.33 0.14 0.07 -0.146
C 1.61884 2.43038 0.05979 -0.02 0.03 0.00 -0.050
C 0.88798 1.02775 -1.97021 0.25 0.11 0.17 0.067
C -0.77566 2.37561 -1.10029 -0.20 -0.26 0.06 0.058
C -3.18969 -0.39440 -1.53384 0.08 -0.12 -0.03 0.026
C -0.96663 0.40494 3.69232 0.05 0.05 0.06 0.003
C 0.49463 -4.32491 1.89321 0.01 0.07 -0.03 0.003
H -1.90847 1.37159 1.00466 0.03 -0.12 -0.07 0.035
H -2.96612 -2.96231 -2.02130 -0.02 0.03 -0.02 0.003
H 0.64582 -2.82181 -1.66630 0.11 0.00 0.01 -0.054
H -2.71265 0.10114 -2.37314 0.02 0.00 -0.04 0.003
H -1.97807 2.30068 -2.93909 0.07 -0.08 0.08 0.001
H 3.59738 2.00860 0.80816 0.01 0.01 -0.02 0.002
H 0.36350 -1.34241 -4.03532 0.02 0.02 -0.04 -0.002
H -1.31265 -0.22978 4.50923 0.02 0.04 -0.04 0.000
H 0.72883 1.62228 -6.29059 0.01 0.01 0.05 0.000
H 3.93359 -1.14470 0.31816 -0.01 -0.04 -0.03 0.001
H 1.57873 3.78621 1.77871 0.00 -0.03 0.00 0.001
H 1.38963 -5.90828 3.01675 -0.01 0.03 0.00 0.000
H -4.67822 -1.21434 0.28039 0.01 -0.01 0.01 0.000
H -0.91289 1.43549 4.05435 0.00 -0.03 -0.01 0.000
H -0.31247 4.50291 0.74831 -0.10 0.03 -0.01 -0.001
H -3.28937 2.44850 1.16623 0.04 0.02 0.00 -0.001
H 4.17930 -2.33313 -0.98110 0.00 -0.01 -0.02 0.003
H 1.73827 2.08917 2.21802 -0.02 0.02 -0.03 0.003
H -3.49541 0.35758 -0.81208 0.05 0.11 0.01 -0.009
H 2.14250 0.04623 5.97323 0.02 0.01 0.00 0.000
H 2.89608 4.18048 -0.21782 -0.04 -0.02 -0.02 0.000
H -1.32798 0.23853 -6.04686 -0.02 0.00 0.04 0.000
H -1.56551 -2.13036 -2.73839 -0.02 0.02 0.03 -0.005
H -3.34928 -2.60168 4.09307 0.02 -0.01 -0.04 0.000
H 1.84657 -1.83090 -2.51725 -0.01 0.02 -0.02 0.023
H 0.59852 0.84751 5.71919 -0.01 0.01 -0.03 0.000
H 1.89696 0.67815 -2.15829 -0.03 -0.07 0.07 0.004
H -3.73758 4.04231 -0.42836 0.01 -0.01 -0.02 0.000
H -2.81531 4.09146 -1.93234 -0.01 -0.06 0.04 0.000
H 4.06574 -3.47157 0.77375 -0.06 0.01 -0.01 0.000
H -2.01557 1.41769 -4.92602 0.04 -0.07 -0.02 0.000
H 0.12014 2.81732 -5.12613 0.03 -0.05 0.00 -0.001
H -5.18758 -1.81968 2.61718 0.04 0.01 -0.03 0.001
H -3.54232 2.57302 -1.38980 -0.02 -0.04 0.02 0.000
H -1.67610 0.35097 2.87261 0.00 -0.03 0.06 0.001
H 3.54692 -0.72408 -1.35604 0.01 -0.04 0.01 -0.004
H -0.50784 -4.62267 2.16220 0.00 -0.01 0.05 0.001
H 2.92977 -1.61509 4.23445 -0.01 0.00 0.01 0.000
H 0.85908 -0.80398 -5.64801 0.01 0.02 0.04 0.000
H 1.69560 2.05903 -4.86508 -0.05 0.00 -0.02 -0.001
H 1.84708 -0.38963 -4.24287 -0.05 -0.01 -0.02 0.000
H 0.65609 -0.90880 5.95843 0.01 -0.02 -0.01 0.000
H 3.36581 1.46714 -0.85152 -0.05 0.00 0.06 0.002
H -1.96571 5.11908 0.72046 0.02 -0.04 -0.03 0.001
H -1.77023 2.85507 1.94234 -0.01 -0.03 -0.04 0.000
H -4.08189 -0.92141 -1.89632 -0.06 -0.02 0.05 0.004
H 2.58669 -1.05549 2.59568 -0.02 0.00 0.01 -0.002
H 0.18054 2.70951 1.71126 0.07 0.01 -0.02 -0.008
H 3.71761 -5.27358 2.39604 -0.03 0.01 -0.02 0.000
H -1.08296 -2.87921 3.19945 0.02 -0.03 0.01 0.000
H 3.42696 0.01921 3.73805 0.00 0.01 0.01 0.000
H 2.27403 3.47876 -1.72778 -0.01 0.00 0.05 0.002
H -1.34997 -3.17660 -1.31459 -0.07 0.06 -0.04 0.003
H -0.98626 5.13916 -0.75421 -0.01 -0.01 0.05 0.001
H -1.90602 -0.28657 -4.45616 0.04 0.05 -0.05 -0.001
H 1.21124 4.44021 -0.70187 0.07 -0.01 -0.02 -0.002
H 2.64963 0.55614 0.49538 -0.03 0.06 0.06 -0.014
H 2.27793 -3.46294 -1.95736 0.03 -0.03 -0.01 0.005
```
Forces are in eV/Å.

E_HOMO (spin up / spin down): -6.583 / -6.618 eV
2S+1: 6
Kohn-Sham gap (spin up / spin down): 7.08 / 7.11 eV
expectation value of S²: 8.763
energy above the lowest of the compared OMol25 structures with the same formula, charge and spin: 0.0 kJ/mol